No. 1
The following is a DFT calculation (wB97M-V/def2-TZVPD) of an isolated molecule of C4H8N2O in a non-equilibrium geometry.

```
15
Properties=species:S:1:pos:R:3:forces:R:3
C -2.098 0.423 0.136 -0.032 -0.124 0.164
C 0.358 -1.727 -0.215 -0.186 0.084 -0.271
C -0.643 0.705 -0.110 0.256 2.121 0.030
C 0.373 -0.239 -0.058 1.191 0.318 -0.851
N 2.254 1.007 0.279 -0.270 0.925 0.140
N 1.538 0.444 -0.595 0.285 -2.497 0.661
O -0.266 1.889 -0.421 -1.338 -0.870 0.376
H 3.038 1.568 -0.045 -0.251 -0.022 0.041
H 1.842 1.176 1.207 0.215 -0.058 -0.168
H -2.275 -0.580 0.528 -0.015 0.012 -0.060
H -2.487 1.150 0.853 0.079 -0.016 -0.090
H -2.653 0.550 -0.796 0.068 -0.016 0.052
H 0.507 -2.034 -1.258 0.025 0.009 0.060
H 1.124 -2.223 0.391 -0.048 0.128 -0.050
H -0.611 -2.110 0.107 0.019 0.007 -0.036
```
Positions in Å, forces in eV/Å.

Calculated values
* calculated total energy: -341.83105 Ha
* maximum force: 2.60 eV/Å
* E_HOMO (spin up / spin down): -7.23 / -7.61 eV
* LUMO level (spin up / spin down): -0.858 / -0.026 eV
* multiplicity: 1
* charge: 0
* SMILES: CC(=O)/C(C)=N\N
* energy above the lowest of the compared OMol25 structures with the same formula, charge and spin: 4.697 eV

***

No. 2
The following is a DFT calculation (wB97M-V/def2-TZVPD) of a cluster of 2 separate species, C4H8N2O in total in a non-equilibrium geometry.

```
15
Properties=species:S:1:pos:R:3:forces:R:3
C 1.010 -1.369 -0.010 -1.259 0.495 -0.195
C -0.397 -1.199 -0.481 -0.398 -0.074 1.172
C -1.324 0.615 0.940 -0.548 -0.845 0.059
C -2.261 0.336 -0.225 -0.632 0.889 0.802
H 1.180 1.575 -0.757 0.475 0.500 1.105
H 2.688 1.736 -0.726 -1.409 0.552 1.491
H -0.533 -1.453 -1.504 0.416 -0.262 -1.067
H -1.075 -1.933 0.038 0.663 0.595 0.113
H -1.091 1.617 1.196 0.131 0.789 0.077
H -1.217 -0.068 1.789 -0.338 -0.062 -0.435
H -2.907 -0.541 -0.190 0.269 0.014 0.041
H -2.694 1.203 -0.740 0.162 -0.452 0.170
N 2.053 -1.343 0.462 0.294 -0.282 -0.061
N -0.847 0.196 -0.347 1.367 -0.832 -0.736
O 1.879 1.950 -0.156 0.807 -1.026 -2.535
```
Positions in Å, forces in eV/Å.

Calculated values
* calculated total energy: -341.89230 Ha
* maximum force: 2.85 eV/Å
* E_HOMO: -9.98 eV
* LUMO level: 0.766 eV
* multiplicity: 1
* charge: 0
* SMILES: N#CCN1CC1.O
* energy above the lowest of the compared OMol25 structures with the same formula, charge and spin: 3.030 eV

***

No. 3
The following is a DFT calculation (wB97M-V/def2-TZVPD) of a cluster of 2 separate species, C4H8N2O in total in a non-equilibrium geometry.

```
15
Properties=species:S:1:pos:R:3:forces:R:3
C -0.442 1.994 0.583 0.023 0.609 -0.390
C 0.067 0.775 -0.091 0.199 -0.919 0.167
C -0.589 -0.072 -0.945 -0.530 0.870 0.199
N 0.354 -0.940 -1.426 0.161 -0.080 0.129
C 1.531 -0.624 -0.805 -0.549 -0.467 -0.602
N 1.375 0.356 0.033 0.404 0.854 -0.276
H 0.117 2.241 1.484 -0.132 -0.252 0.077
H -0.314 2.851 -0.093 0.087 -0.072 0.088
H -1.512 1.950 0.767 -0.049 -0.157 0.268
H -1.624 -0.008 -1.253 0.221 -0.341 -0.185
H 0.186 -1.727 -2.028 0.070 0.038 -0.074
H 2.435 -1.115 -1.130 0.105 -0.034 0.514
H -0.587 -1.667 0.882 0.137 0.099 0.136
H -0.837 -1.982 2.354 0.140 -0.010 -0.091
O -0.159 -2.032 1.669 -0.286 -0.138 0.040
```
Positions in Å, forces in eV/Å.

Calculated values
* calculated total energy: -341.96651 Ha
* maximum force: 1.04 eV/Å
* E_HOMO: -8.69 eV
* LUMO level: 0.779 eV
* multiplicity: 1
* charge: 0
* SMILES: Cc1c[nH]cn1.O
* energy above the lowest of the compared OMol25 structures with the same formula, charge and spin: 1.011 eV

***

No. 4
The following is a DFT calculation (wB97M-V/def2-TZVPD) of a cluster of 2 separate species, C4H8N2O in total.

```
15
Properties=species:S:1:pos:R:3:forces:R:3
N 1.914 -1.051 -1.134 0.153 0.406 0.124
C 1.834 -0.043 -0.342 -0.062 -0.106 0.004
O 2.443 1.035 -0.087 0.096 -0.069 -0.094
C 0.761 0.089 0.685 -0.328 0.020 0.109
N -0.409 0.563 0.427 0.204 -0.123 -0.005
C -1.735 0.839 0.877 -0.037 0.009 0.165
C -1.383 0.738 -0.594 0.048 0.000 -0.175
H 2.742 -0.959 -1.722 -0.050 0.049 -0.009
H 0.285 -2.183 -0.309 -0.178 -0.087 0.074
H -0.316 -2.297 0.131 -0.042 -0.143 -0.024
H 1.010 -0.063 1.734 0.018 0.086 -0.168
H -2.262 0.008 1.341 0.090 0.135 -0.085
H -1.917 1.822 1.304 0.069 -0.141 -0.089
H -1.659 -0.158 -1.145 0.027 0.130 0.088
H -1.309 1.660 -1.165 -0.007 -0.167 0.087
```
Positions in Å, forces in eV/Å.

Calculated values
* calculated total energy: -341.81825 Ha
* maximum force: 0.45 eV/Å
* E_HOMO: -8.72 eV
* LUMO level: 0.383 eV
* multiplicity: 1
* charge: 0
* energy above the lowest of the compared OMol25 structures with the same formula, charge and spin: 5.045 eV

***

No. 5
The following is a DFT calculation (wB97M-V/def2-TZVPD) of a structure of composition C4H8N2O in a non-equilibrium geometry.

```
15
Properties=species:S:1:pos:R:3:forces:R:3
C -1.784 0.956 0.343 -0.125 -0.194 0.247
N 0.337 0.139 -1.598 -0.150 0.048 0.020
C -0.340 0.812 0.683 0.145 -1.246 1.425
N 0.553 0.284 -0.229 0.667 0.383 -1.102
H -0.407 -0.523 -1.803 -0.031 0.026 0.045
H 0.150 1.036 -2.030 0.124 -0.102 0.070
H 0.065 1.504 1.412 -0.079 0.215 -0.102
H -2.365 0.939 1.268 0.068 0.007 -0.069
H -1.979 1.924 -0.132 0.163 -0.080 0.034
H -2.140 0.163 -0.317 0.086 0.059 0.065
C 1.916 -1.710 0.158 -0.168 0.204 0.353
C 1.043 -0.770 0.549 1.159 -0.720 -1.642
O 0.364 -0.608 1.655 -1.742 1.354 0.636
H 2.466 -1.594 -0.765 -0.102 0.031 0.036
H 2.121 -2.551 0.804 -0.016 0.014 -0.015
```
Positions in Å, forces in eV/Å.

Calculated values
* calculated total energy: -341.83620 Ha
* maximum force: 2.30 eV/Å
* E_HOMO: -7.62 eV
* LUMO level: 0.641 eV
* multiplicity: 1
* charge: 0
* energy above the lowest of the compared OMol25 structures with the same formula, charge and spin: 4.557 eV

***

No. 6
The following is a DFT calculation (wB97M-V/def2-TZVPD) of a cluster of 2 separate species, C4H8N2O in total in a non-equilibrium geometry.

```
15
Properties=species:S:1:pos:R:3:forces:R:3
N -1.447 -2.018 0.032 0.821 1.019 1.118
C -1.563 -3.034 0.845 -1.396 -0.579 -0.651
C 0.229 -1.957 1.623 -2.873 0.484 -1.081
C -0.409 -1.267 0.582 1.399 -2.240 1.019
N -0.654 -3.078 1.825 2.456 1.016 0.987
C 0.000 0.000 0.000 0.051 1.121 -1.094
H -2.415 -3.697 0.696 0.624 -0.323 0.472
H 1.015 -1.571 2.272 -0.360 -0.722 -0.048
H -0.494 -3.724 2.602 -0.583 0.156 -0.881
H -0.127 -0.134 -1.087 0.114 0.524 0.269
H 1.041 0.307 0.197 -0.460 -0.301 0.078
H -0.674 0.805 0.337 0.262 -0.157 -0.253
O 0.938 -3.461 -2.981 -0.554 1.026 -0.341
H 0.418 -2.877 -2.383 0.453 -0.593 -0.587
H 0.862 -3.041 -3.867 0.046 -0.429 0.993
```
Positions in Å, forces in eV/Å.

Calculated values
* calculated total energy: -341.95547 Ha
* maximum force: 3.11 eV/Å
* E_HOMO: -8.68 eV
* LUMO level: 0.877 eV
* multiplicity: 1
* charge: 0
* SMILES: Cc1c[nH]cn1.O
* energy above the lowest of the compared OMol25 structures with the same formula, charge and spin: 1.311 eV

***

No. 7
The following is a DFT calculation (wB97M-V/def2-TZVPD) of an isolated molecule of C4H8N2O.

```
15
Properties=species:S:1:pos:R:3:forces:R:3
N -2.857 -0.294 0.130 -0.156 -0.135 0.080
C -1.676 -0.341 0.937 0.345 0.127 0.090
C 1.297 -0.619 -0.943 -0.016 -0.018 0.020
C 1.419 0.776 -0.364 -0.099 -0.145 -0.338
O 2.593 0.820 0.399 0.075 0.240 0.114
C -0.656 0.453 0.684 0.280 0.119 -0.050
N 0.300 1.194 0.502 -0.541 -0.377 0.158
H -3.050 -1.213 -0.257 -0.015 0.129 -0.006
H -3.659 -0.033 0.695 0.047 -0.003 -0.104
H -1.565 -1.035 1.772 -0.045 0.125 -0.099
H 0.393 -0.706 -1.553 0.141 0.023 0.070
H 1.250 -1.355 -0.134 0.017 0.089 -0.109
H 1.447 1.520 -1.174 0.007 -0.085 0.132
H 2.171 -0.832 -1.562 -0.103 0.039 0.073
H 2.594 1.664 0.870 0.064 -0.127 -0.032
```
Positions in Å, forces in eV/Å.

Calculated values
* calculated total energy: -341.90652 Ha
* maximum force: 0.68 eV/Å
* E_HOMO: -8.81 eV
* LUMO level: 0.803 eV
* multiplicity: 1
* charge: 0
* SMILES: C[C@H](O)N=C=CN
* energy above the lowest of the compared OMol25 structures with the same formula, charge and spin: 2.643 eV

***

No. 8
The following is a DFT calculation (wB97M-V/def2-TZVPD) of an isolated molecule of C4H8N2O in a non-equilibrium geometry.

```
15
Properties=species:S:1:pos:R:3:forces:R:3
C 1.389 0.576 1.211 0.204 0.069 0.040
N 0.171 -0.164 0.904 -0.151 0.064 0.107
C -0.480 0.278 -0.329 0.051 0.027 -0.111
C -0.649 -0.925 -1.267 -0.363 0.137 -0.050
O 0.616 -1.487 -1.501 0.055 -0.134 0.197
C -1.746 0.998 -0.104 -0.836 0.563 0.085
N -2.727 1.591 0.051 0.923 -0.660 -0.089
H 1.236 1.661 1.315 0.016 -0.155 0.024
H 1.827 0.187 2.134 -0.083 0.083 -0.112
H 2.108 0.406 0.403 -0.058 0.073 0.147
H -0.477 -0.137 1.685 0.108 -0.035 -0.136
H 0.184 0.986 -0.840 -0.042 -0.072 0.027
H -1.065 -0.605 -2.226 0.085 -0.043 0.075
H -1.343 -1.648 -0.814 0.087 0.090 -0.034
H 0.955 -1.717 -0.622 0.004 -0.005 -0.170
```
Positions in Å, forces in eV/Å.

Calculated values
* calculated total energy: -341.93596 Ha
* maximum force: 1.14 eV/Å
* E_HOMO: -9.93 eV
* LUMO level: 0.807 eV
* multiplicity: 1
* charge: 0
* SMILES: CN[C@H](C#N)CO
* energy above the lowest of the compared OMol25 structures with the same formula, charge and spin: 1.842 eV

***

No. 9
The following is a DFT calculation (wB97M-V/def2-TZVPD) of an isolated molecule of C4H8N2O.

```
15
Properties=species:S:1:pos:R:3:forces:R:3
N -0.554 -0.404 -2.065 -0.064 -0.107 -0.021
C -1.471 -0.131 -1.089 -0.114 0.050 -0.049
O -2.666 -0.286 -1.249 0.387 0.072 0.043
C -0.886 0.463 0.190 -0.111 0.103 0.034
N 0.065 -0.439 0.824 -0.141 0.001 -0.097
C 0.922 0.159 1.826 0.055 0.097 0.239
C 1.473 -0.257 0.512 0.230 -0.009 -0.143
H -0.889 -0.891 -2.883 0.044 0.041 0.107
H 0.429 -0.454 -1.855 -0.157 -0.008 0.020
H -0.436 1.446 -0.052 -0.039 -0.144 0.045
H -1.722 0.629 0.873 0.104 -0.045 -0.106
H 0.829 1.232 2.003 -0.017 -0.193 -0.056
H 1.096 -0.440 2.717 0.001 0.084 -0.164
H 1.755 0.545 -0.175 -0.089 -0.121 0.124
H 2.055 -1.171 0.422 -0.088 0.178 0.024
```
Positions in Å, forces in eV/Å.

Calculated values
* calculated total energy: -341.93749 Ha
* maximum force: 0.40 eV/Å
* E_HOMO: -9.49 eV
* LUMO level: 0.950 eV
* multiplicity: 1
* charge: 0
* SMILES: NC(=O)CN1CC1
* energy above the lowest of the compared OMol25 structures with the same formula, charge and spin: 1.800 eV

***

No. 10
The following is a DFT calculation (wB97M-V/def2-TZVPD) of a cluster of 2 separate species, C4H8N2O in total in a non-equilibrium geometry.

```
15
Properties=species:S:1:pos:R:3:forces:R:3
C 1.884 1.528 -0.522 -0.672 1.021 0.594
C 1.431 0.350 -0.278 2.719 -1.700 0.045
C 1.548 -1.094 -0.107 0.835 0.044 -1.495
C -2.618 -0.110 0.396 0.830 -0.526 0.250
N -1.113 -0.195 0.191 -0.890 1.838 1.148
N -0.562 0.900 0.156 -2.912 0.390 0.454
O -0.855 2.074 0.067 -0.825 -0.294 0.244
H 1.302 2.424 -0.178 0.997 -0.647 -0.600
H 2.837 1.631 -0.984 0.868 0.532 -0.600
H 1.871 -1.233 0.938 -0.576 -0.472 -0.308
H 2.421 -1.507 -0.761 -1.369 0.301 0.789
H 0.540 -1.516 -0.400 1.586 -0.241 0.634
H -2.857 -0.644 1.349 0.204 0.448 -0.875
H -2.863 -0.729 -0.457 -1.236 0.115 -0.019
H -3.027 0.928 0.408 0.441 -0.808 -0.261
```
Positions in Å, forces in eV/Å.

Calculated values
* calculated total energy: -341.65857 Ha
* maximum force: 3.21 eV/Å
* E_HOMO (spin up / spin down): -5.82 / -9.42 eV
* LUMO level (spin up / spin down): 0.893 / -1.852 eV
* multiplicity: 3
* charge: 0
* energy above the lowest of the compared OMol25 structures with the same formula, charge and spin: 3.660 eV